{"formula": "C13H30B2ClNO10P3S2", "method": "ωB97M-V/def2-TZVPD", "max_force_ha_per_bohr": 0.1389, "homo_lumo_gap_ha": 0.27606, "e_tot_ev": -99336.1019, "charge": 1, "symbols": ["C", "C", "C", "O", "C", "B", "O", "O", "N", "P", "C", "O", "P", "O", "O", "S", "C", "P", "O", "O", "S", "C", "C", "C", "C", "Cl", "C", "C", "C", "B", "O", "O", "H", "H", "H", "H", "H", "H", "H", "H", "H", "H", "H", "H", "H", "H", "H", "H", "H", "H", "H", "H", "H", "H", "H", "H", "H", "H", "H", "H", "H", "H"], "xyz": [[1.86053, 2.23239, 2.69170], [2.48652, 1.29856, 1.71965], [1.68222, 0.36474, 0.58629], [2.79728, -0.28620, -0.18200], [0.77593, -0.65600, 1.46146], [1.79467, -1.59462, 2.32462], [1.63245, -1.59176, 3.82627], [2.91701, -2.43395, 1.87584], [-0.39892, -1.35505, 0.76950], [-0.30132, -2.99757, 1.51760], [-1.17768, -3.04829, 3.26518], [-1.24717, -4.21665, 0.73848], [-2.00842, -0.70541, 1.27116], [-2.55757, 0.67467, 0.30455], [-2.19036, -0.12534, 2.88142], [-3.52744, -1.94993, 0.98152], [-0.39321, -1.29274, -0.72490], [0.32891, -2.77366, -1.73077], [0.69620, -2.34379, -3.42911], [-0.90048, -4.00518, -2.12846], [2.00243, -3.50117, -1.09876], [0.09886, 0.06170, -1.48055], [-0.82710, 0.66412, -2.67821], [-2.38287, 0.42246, -2.82257], [-3.15757, 1.90622, -2.75619], [-2.76175, 3.01064, -4.18924], [0.87887, 1.22850, -0.55174], [-0.03587, 2.45329, -0.05290], [0.61676, 3.94493, 0.01118], [2.09130, 1.90917, -1.50176], [2.02493, 1.94553, -3.00779], [3.30710, 2.58146, -1.00294], [0.72720, 2.22134, 2.98062], [2.50788, 3.11286, 3.17194], [3.68173, 1.31199, 1.76156], [3.63610, -0.31922, 0.35095], [0.25077, 0.05290, 2.26787], [1.11302, -0.76639, 4.10320], [3.40481, -2.82205, 2.68510], [-0.66103, -3.98474, 3.79813], [-0.91552, -2.12712, 3.93081], [-2.31137, -3.31815, 3.19530], [-2.09401, -4.44684, 1.21828], [-2.52442, 1.51757, 0.84625], [-2.83494, -0.71837, 3.38929], [-1.54832, -1.43971, -1.00738], [1.30500, -3.09085, -3.70261], [-1.53586, -3.63777, -2.81108], [1.08797, -0.29455, -2.07594], [-0.35189, 0.35388, -3.73535], [-0.65251, 1.84876, -2.67737], [-2.64778, 0.02073, -3.91626], [-2.96911, -0.25164, -2.08639], [-4.31864, 1.62844, -2.75190], [-2.97069, 2.40854, -1.69164], [-1.05572, 2.57147, -0.66372], [-0.39819, 2.20204, 1.05769], [0.66776, 4.50996, -1.03970], [-0.13669, 4.61171, 0.65576], [1.64815, 4.02861, 0.57153], [1.70135, 2.88337, -3.22999], [4.07074, 2.11217, -1.48348]], "forces_ev_per_a": [[1.68, -1.96, -2.39], [-1.56, 2.96, 2.84], [2.05, 1.21, 0.60], [-1.36, 0.61, 1.29], [0.65, 2.85, 1.04], [2.25, -2.89, 2.95], [-0.76, 2.03, -3.11], [-1.79, 1.77, 2.43], [-0.62, 2.37, 0.08], [-0.64, -5.85, 1.51], [0.06, -0.52, 0.87], [0.67, 2.08, 1.76], [-6.78, 2.21, 0.25], [2.35, -1.26, 2.93], [1.08, -1.11, -2.00], [1.79, 0.46, -0.08], [-3.11, 0.44, -3.70], [0.95, -3.12, -3.68], [-0.98, -0.43, 2.72], [1.12, 3.47, 0.42], [-1.25, 0.24, 0.49], [3.05, 0.22, -1.06], [0.95, 0.90, -1.46], [-1.56, 1.42, -1.30], [-1.44, -2.03, 1.63], [-0.26, -1.08, 1.60], [0.15, -0.30, -0.28], [-1.36, 0.38, 1.30], [-0.49, 1.18, 0.52], [1.84, 1.02, -1.92], [-1.27, 1.48, 3.00], [-1.27, -2.92, -1.06], [2.22, 0.14, -0.92], [-1.38, -2.52, -0.87], [-2.91, -0.04, -0.73], [-1.41, -0.04, -0.46], [1.16, -1.43, -1.70], [1.13, -1.79, -0.44], [-1.26, 1.02, -1.72], [-0.78, 2.02, -1.41], [-0.70, -1.77, -1.28], [2.03, 0.89, 0.10], [1.03, 0.73, -0.75], [0.13, -1.18, -0.70], [1.12, 0.75, -1.31], [2.19, 0.43, 0.60], [-0.79, 1.03, 0.63], [1.05, -0.46, 0.92], [-2.42, 0.48, 1.30], [-0.81, 0.48, 2.69], [-0.38, -2.69, 0.14], [0.75, 0.75, 2.45], [1.30, 1.08, -0.93], [2.51, 1.00, -0.37], [-0.10, -0.73, -2.64], [2.48, -0.55, 1.08], [0.77, 0.57, -2.17], [0.05, -1.54, 2.17], [1.57, -1.47, -1.43], [-2.03, -0.44, -1.39], [0.92, -1.95, 0.22], [-1.57, 1.38, 0.73]]}

***

{"formula": "C13H30BrCaN2O2", "method": "ωB97M-V/def2-TZVPD", "spin_multiplicity": 2, "max_force_ha_per_bohr": 0.0573, "homo_lumo_gap_ha": [0.22123, 0.24797], "e_tot_ev": -109521.7920, "charge": 0, "s_squared": 0.75, "symbols": ["Ca", "Br", "C", "C", "C", "C", "C", "C", "N", "O", "C", "C", "C", "H", "H", "H", "H", "H", "H", "H", "H", "H", "H", "H", "H", "H", "H", "H", "H", "H", "H", "H", "C", "C", "C", "O", "C", "N", "H", "H", "H", "H", "H", "H", "H", "H", "H", "H", "H"], "xyz": [[-0.74875, -0.96276, 4.72546], [-1.15867, -0.38855, 2.01329], [1.24840, 4.62119, -0.84042], [1.27363, 3.10831, -1.20163], [2.19798, 2.91254, -2.42584], [3.66842, 2.97611, -2.04080], [3.91756, 1.90870, -0.94363], [3.12467, 2.09858, 0.28415], [1.68344, 2.28281, -0.08567], [0.87622, 2.35218, 1.02488], [3.25199, 0.75388, 1.04113], [3.74698, 3.22474, 1.07631], [-0.12414, 2.58873, -1.60807], [2.21106, 5.13246, -0.84077], [0.72656, 4.71602, 0.11184], [0.64866, 5.18265, -1.55678], [1.83849, 2.06871, -3.01475], [1.96276, 3.72617, -3.11197], [4.11506, 3.90279, -1.68043], [4.33092, 2.75090, -2.87654], [4.98049, 1.97601, -0.71182], [3.70272, 0.92170, -1.35325], [2.66793, 0.70758, 1.96028], [3.01726, -0.14096, 0.46469], [4.31096, 0.65050, 1.27775], [4.77733, 3.03879, 1.37945], [3.70825, 4.16232, 0.52172], [3.12007, 3.33769, 1.96080], [-0.14174, 1.51227, -1.77835], [-0.59203, 3.10279, -2.44769], [-0.78434, 2.70629, -0.74876], [0.42817, 1.50466, 1.07538], [-4.95448, -3.31000, -0.16019], [-4.29052, -3.96689, 1.06135], [-3.01354, -4.80974, 0.77781], [-3.17416, -5.75598, -0.27001], [-4.01310, -6.87063, 0.05734], [-4.02413, -2.86359, 2.01931], [-4.27135, -2.71724, -0.76853], [-5.86165, -2.78966, 0.14702], [-5.23286, -4.08521, -0.87410], [-5.03042, -4.67051, 1.44290], [-2.57153, -5.25829, 1.66750], [-2.16500, -4.17600, 0.52000], [-4.40265, -7.34174, -0.84511], [-4.79054, -6.61719, 0.77807], [-3.36632, -7.65462, 0.45122], [-3.48648, -3.28155, 2.76517], [-3.33757, -2.26695, 1.58027]], "forces_ev_per_a": [[-0.13, 0.22, -0.85], [0.18, -0.19, 0.76], [-0.91, -0.25, -0.16], [-0.34, 0.62, -0.70], [-0.25, 1.31, 0.24], [0.54, -1.63, 0.25], [0.73, 0.37, -2.30], [-1.13, -0.91, 0.31], [2.35, -1.51, -0.93], [-0.42, 0.92, 0.86], [0.31, 0.32, 0.42], [-0.91, 0.52, 0.77], [-0.40, 0.34, 0.88], [0.15, -0.38, 0.28], [0.28, 0.20, 0.19], [-0.15, -0.11, -0.21], [0.77, -0.68, 0.37], [-0.06, 0.38, 0.05], [-0.90, 0.52, 0.05], [-0.18, -0.26, -0.28], [0.08, -0.37, 0.24], [0.09, -0.06, -0.21], [0.06, 0.20, 0.07], [-0.34, 0.31, -0.37], [0.09, -0.04, 0.35], [-0.05, -0.19, -0.05], [0.06, -0.02, 0.03], [0.20, 0.32, 0.27], [0.44, -0.01, -0.27], [0.28, 0.12, -0.09], [-0.19, 0.25, -0.01], [-0.23, -0.32, 0.02], [0.44, -1.28, -0.50], [0.24, 0.55, -0.40], [-0.01, 0.46, -0.58], [-0.52, 0.02, 0.04], [1.11, -0.11, 0.01], [0.07, -1.20, -0.05], [0.05, 0.55, 0.45], [0.29, 0.22, -0.05], [-0.28, -0.22, 0.07], [-0.13, 0.28, 0.55], [-0.68, -0.55, 0.61], [-0.23, 0.42, -0.74], [-0.31, 0.62, -0.15], [-0.09, -0.09, -0.19], [-0.01, -0.10, 0.58], [0.01, -0.02, 0.62], [0.06, 0.48, -0.26]]}

***

{"formula": "C13H30F9O14S8Zn2", "method": "ωB97M-V/def2-TZVPD", "spin_multiplicity": 2, "max_force_ha_per_bohr": 0.0883, "homo_lumo_gap_ha": [0.18238, 0.32098], "e_tot_ev": -250602.4062, "charge": 0, "s_squared": 0.75, "symbols": ["Zn", "Zn", "C", "F", "F", "F", "S", "O", "O", "O", "C", "F", "F", "F", "S", "O", "O", "O", "C", "F", "F", "F", "S", "O", "O", "O", "C", "S", "O", "C", "H", "H", "H", "H", "H", "H", "C", "S", "O", "C", "H", "H", "H", "H", "H", "H", "C", "S", "O", "C", "H", "H", "H", "H", "H", "H", "C", "S", "O", "C", "H", "H", "H", "H", "H", "H", "C", "S", "O", "C", "H", "H", "H", "H", "H", "H"], "xyz": [[-2.72997, -0.84605, 2.93728], [-0.42994, 3.41652, 1.14172], [1.42671, 0.54097, 4.61922], [1.20025, 0.11483, 5.88979], [2.39463, 1.45275, 4.67127], [1.77250, -0.51427, 3.83134], [-0.21080, 1.27430, 3.88685], [-1.01224, 0.09117, 3.53610], [-0.86538, 2.02894, 4.94360], [0.07852, 2.16540, 2.70630], [0.47795, -0.91403, -0.25383], [1.18124, -0.85743, 0.90328], [1.13635, -0.32096, -1.28014], [0.20725, -2.16176, -0.62279], [-1.16793, 0.10637, -0.06803], [-0.78312, 1.43616, 0.21928], [-1.88685, -0.07024, -1.30614], [-1.83146, -0.46225, 1.12411], [-5.16925, 3.13006, 2.22150], [-6.01514, 2.92183, 3.18391], [-5.50767, 2.37964, 1.15041], [-5.21838, 4.39164, 1.86655], [-3.30129, 2.56714, 2.62123], [-3.34308, 1.09425, 2.63946], [-2.39491, 3.14532, 1.57978], [-3.09568, 3.20108, 3.93223], [4.06481, 2.84585, 1.61187], [2.59050, 2.32581, 0.65261], [1.47926, 3.31813, 0.86305], [3.17527, 2.43304, -1.08790], [4.56371, 3.75325, 1.27153], [4.80887, 2.09076, 1.35822], [3.87596, 2.95543, 2.67978], [4.09980, 1.85614, -1.11069], [3.46284, 3.46190, -1.30433], [2.50949, 1.90410, -1.76985], [-2.70794, -3.42540, -1.10854], [-2.84073, -3.92953, 0.71274], [-3.07646, -2.67836, 1.55319], [-4.48562, -4.69308, 0.48023], [-2.97539, -4.31248, -1.68268], [-1.72203, -3.13028, -1.46770], [-3.50503, -2.71639, -1.33224], [-5.13549, -3.92810, 0.05532], [-4.82621, -5.05001, 1.45219], [-4.36563, -5.54325, -0.19128], [3.08628, -1.28572, -4.03582], [4.52603, -0.18809, -4.46645], [4.89264, 0.63625, -3.21414], [3.40863, 1.06299, -5.23894], [2.85648, -1.94210, -4.87514], [2.19594, -0.82116, -3.61205], [3.44746, -1.84617, -3.17353], [2.53878, 1.42814, -4.69292], [3.03967, 0.55920, -6.13235], [3.91827, 1.98235, -5.52730], [-2.95881, 3.08439, -2.35630], [-1.55113, 4.19681, -2.14984], [-1.06114, 3.92073, -0.76083], [-0.31043, 3.42100, -3.26617], [-2.68662, 2.02892, -2.35655], [-3.52378, 3.32745, -3.25620], [-3.64947, 3.35689, -1.55828], [0.27620, 2.74548, -2.64357], [0.29929, 4.16005, -3.78593], [-0.84294, 2.84601, -4.02375], [1.63476, -5.66797, 0.23599], [1.01970, -5.51201, 1.98009], [1.76284, -6.63143, 2.72737], [1.88704, -3.87601, 2.20138], [1.50906, -4.81119, -0.42600], [1.14884, -6.53027, -0.22055], [2.70408, -5.83970, 0.11290], [1.65152, -3.03471, 1.54959], [2.94685, -4.03974, 2.00623], [1.93169, -3.57932, 3.24927]], "forces_ev_per_a": [[-0.34, -0.59, 0.31], [-1.17, -1.86, -0.17], [-1.30, -0.38, -0.09], [0.19, 0.26, -1.61], [0.01, -0.35, -0.35], [0.22, 0.99, 0.93], [-3.20, 1.64, 0.62], [2.60, 0.42, 0.39], [1.95, -0.80, -0.45], [0.96, -1.73, 1.83], [-2.02, 1.93, 0.34], [-0.29, -0.36, -1.55], [0.58, -0.37, 0.63], [0.57, -0.10, 0.47], [-1.96, -2.62, 2.23], [1.83, 1.96, -0.59], [0.60, -0.29, -0.23], [1.46, -0.14, -2.73], [2.35, -1.41, -1.46], [-0.12, -0.33, 0.74], [-0.41, 0.09, 0.03], [0.15, 0.84, -0.09], [-0.06, 1.06, 3.30], [-0.87, 2.38, -0.72], [-1.34, -0.12, 0.16], [-0.59, -0.83, -2.22], [0.36, 0.48, -1.16], [0.00, -1.15, 0.17], [0.91, 1.41, -0.66], [0.87, 0.18, 1.26], [-0.55, 0.39, -0.23], [-0.19, -0.45, 0.46], [-0.36, -0.48, -0.20], [0.08, -0.17, 0.07], [-0.50, 0.00, -0.35], [-0.29, 0.49, 0.27], [-0.59, -0.79, 0.41], [-0.30, 1.36, -0.55], [-0.06, -1.72, -0.96], [0.60, 0.16, 0.07], [0.06, -0.32, 0.15], [-0.19, 0.32, 0.61], [0.34, 0.41, 0.26], [-0.11, -0.13, 0.13], [-0.02, 0.21, -0.06], [-0.05, 0.05, -0.03], [0.82, -0.25, 0.75], [-2.28, 3.18, 2.30], [0.13, -1.86, -1.16], [0.14, -0.37, -1.46], [0.05, 0.04, 0.07], [0.12, 0.67, -0.56], [0.30, -0.47, -0.26], [0.20, -0.76, 0.78], [-0.15, 0.24, -0.31], [0.60, -0.39, -0.06], [-0.21, 0.19, -0.24], [0.03, -0.23, -0.25], [0.43, 0.61, 0.17], [-0.66, -0.23, 0.02], [0.10, 0.07, 0.33], [0.40, 0.13, -0.33], [0.28, -0.25, 0.36], [-0.01, 0.08, 0.00], [-0.04, 0.13, 0.40], [-0.04, -0.05, 0.05], [-0.05, -0.26, -0.55], [1.98, -0.65, -0.42], [-1.04, 2.16, -0.97], [1.37, -0.50, 0.60], [-0.78, 0.33, 0.38], [-0.19, 0.03, 0.15], [0.18, -0.23, 1.00], [-0.87, -0.41, 0.09], [0.15, -0.51, -0.25], [-0.78, 0.00, 0.03]]}